1.
{"formula": "C45H72O27", "method": "ωB97M-V/def2-TZVPD", "elements": ["C", "O", "C", "O", "O", "C", "H", "H", "H", "H", "H", "H", "C", "O", "C", "O", "O", "C", "H", "H", "H", "H", "H", "H", "C", "O", "C", "O", "O", "C", "H", "H", "H", "H", "H", "H", "O", "C", "O", "C", "C", "C", "H", "H", "H", "H", "H", "H", "O", "C", "O", "C", "C", "C", "H", "H", "H", "H", "H", "H", "O", "C", "O", "C", "C", "C", "H", "H", "H", "H", "H", "H", "O", "C", "O", "C", "C", "C", "H", "H", "H", "H", "H", "H", "O", "C", "O", "C", "C", "C", "H", "H", "H", "H", "H", "H", "O", "C", "O", "C", "C", "C", "H", "H", "H", "H", "H", "H", "O", "C", "O", "C", "C", "C", "H", "H", "H", "H", "H", "H", "O", "C", "O", "C", "C", "C", "H", "H", "H", "H", "H", "H", "O", "C", "O", "C", "C", "C", "H", "H", "H", "H", "H", "H"], "xyz": [[5.4664, -2.7964, -0.4717], [5.8770, -4.1425, -0.7628], [5.6409, -4.6590, -2.0085], [4.9451, -4.2149, -2.9015], [6.4604, -5.7529, -2.1261], [6.4252, -6.5954, -3.2303], [4.6587, -2.7599, 0.2593], [5.0554, -2.3512, -1.3778], [6.2909, -2.1719, -0.1276], [7.1061, -7.4089, -2.9800], [6.6493, -6.1035, -4.1768], [5.4590, -7.0960, -3.1677], [-0.8934, -0.2600, 1.0784], [-0.9535, -1.0690, -0.0733], [-0.4111, -0.6751, -1.1877], [0.3611, 0.2778, -1.2566], [-0.8019, -1.4338, -2.1593], [-0.3692, -1.0163, -3.4946], [-1.8101, 0.3123, 1.2202], [-0.0320, 0.4079, 1.0693], [-0.8423, -0.9277, 1.9385], [-0.3765, 0.0549, -3.6961], [-1.0803, -1.4647, -4.1883], [0.5837, -1.4673, -3.7718], [-9.0684, 4.3343, 4.3897], [-8.5364, 3.6255, 5.4906], [-7.2813, 3.4707, 5.7475], [-6.8693, 2.6082, 6.4899], [-6.5603, 4.4348, 5.1552], [-5.1382, 4.4722, 5.2301], [-8.4863, 5.2443, 4.2448], [-10.1140, 4.5803, 4.5750], [-8.9617, 3.8439, 3.4221], [-4.8400, 5.4411, 4.8296], [-4.5871, 3.6634, 4.7504], [-4.8582, 4.4496, 6.2833], [1.0478, 9.0866, -0.2027], [1.0557, 8.2343, 0.6977], [0.8033, 8.5860, 2.0004], [0.6612, 7.4997, 2.8709], [0.6965, 6.2744, 1.9187], [1.3229, 6.7490, 0.6139], [-0.2560, 7.5100, 3.4598], [1.5731, 7.4420, 3.4652], [-0.3310, 6.0129, 1.6656], [1.0937, 5.4006, 2.4353], [0.8506, 6.3398, -0.2792], [2.4098, 6.6919, 0.5543], [-8.0152, -4.6764, 3.6550], [-7.4795, -3.7972, 2.9848], [-7.7159, -2.5070, 3.2611], [-7.0397, -1.6340, 2.2956], [-6.6952, -2.5511, 1.1395], [-6.4644, -3.9001, 1.8299], [-6.1081, -1.2137, 2.6746], [-7.6215, -0.7456, 2.0497], [-5.7805, -2.1761, 0.6805], [-7.5168, -2.6404, 0.4287], [-5.4732, -4.0560, 2.2557], [-6.7243, -4.7718, 1.2293], [-0.6704, -3.4925, -10.9356], [-0.4301, -4.1510, -11.9460], [-1.1818, -5.1786, -12.3648], [-0.6599, -5.7082, -13.6024], [0.8152, -5.2887, -13.5607], [0.8496, -4.0619, -12.8264], [-1.1272, -5.3038, -14.5002], [-0.7919, -6.7811, -13.7420], [1.2234, -5.1766, -14.5652], [1.3231, -6.1794, -13.1908], [0.8387, -3.2573, -13.5616], [1.7862, -4.0686, -12.2687], [-5.9365, -6.6302, -3.5188], [-4.7733, -6.8792, -3.8643], [-4.4366, -8.1674, -4.0634], [-3.0380, -8.1978, -4.1088], [-2.5769, -6.8510, -4.6776], [-3.6586, -5.9160, -4.2322], [-2.7166, -8.9526, -4.8265], [-2.7033, -8.4646, -3.1064], [-2.4630, -6.7761, -5.7590], [-1.6136, -6.4780, -4.3297], [-3.9393, -5.2293, -5.0308], [-3.4936, -5.3265, -3.3303], [-4.6899, 3.9296, -0.2849], [-4.8748, 4.7027, -1.2144], [-5.8553, 5.6535, -1.1972], [-5.8857, 6.4275, -2.3899], [-4.5314, 6.1054, -2.9596], [-4.1969, 4.6864, -2.5517], [-5.9216, 7.4941, -2.1682], [-6.7056, 6.0514, -3.0019], [-3.8333, 6.8778, -2.6372], [-4.5042, 6.2717, -4.0365], [-3.1197, 4.5276, -2.5007], [-4.7646, 4.0700, -3.2487], [2.0436, -4.1580, 6.5939], [3.2474, -4.0665, 6.5788], [3.9191, -4.3016, 5.4677], [5.2845, -4.1043, 5.5829], [5.4962, -4.2213, 7.1170], [4.2166, -3.6577, 7.7075], [5.5616, -3.1390, 5.1592], [5.7263, -4.8652, 4.9395], [6.3593, -3.5769, 7.2838], [5.7157, -5.2384, 7.4416], [4.1675, -2.5740, 7.8133], [3.9338, -4.1747, 8.6245], [9.1834, 1.1346, 3.5207], [8.1360, 1.6149, 3.9600], [7.4805, 1.0625, 5.0520], [6.3547, 1.8519, 5.4721], [5.9690, 2.5254, 4.0803], [7.3442, 2.8408, 3.4796], [6.8097, 2.5925, 6.1297], [5.4703, 1.4024, 5.9235], [5.4185, 3.4633, 4.1540], [5.4217, 1.8670, 3.4056], [7.7727, 3.7270, 3.9478], [7.4465, 2.9854, 2.4041], [0.7726, 3.8437, 7.8400], [-0.0337, 3.1243, 8.3847], [-0.5720, 2.0770, 7.7394], [-1.3298, 1.2283, 8.5993], [-1.7491, 2.0973, 9.7958], [-0.6587, 3.2704, 9.7437], [-0.7538, 0.3326, 8.8317], [-2.2489, 0.9508, 8.0832], [-1.7972, 1.5845, 10.7564], [-2.7095, 2.6027, 9.6943], [0.0937, 3.1882, 10.5281], [-1.2025, 4.2104, 9.8374], [7.1549, 3.5700, -4.2790], [6.4027, 3.1231, -5.1418], [6.4396, 3.6757, -6.3768], [5.5682, 2.9113, -7.2695], [4.6327, 2.1374, -6.3243], [5.4083, 1.9834, -5.0477], [6.2477, 2.2433, -7.7989], [4.9578, 3.4818, -7.9695], [4.3026, 1.1584, -6.6718], [3.7587, 2.7791, -6.2119], [5.9358, 1.0309, -4.9973], [4.7588, 2.1117, -4.1819]], "e_homo_ev": -9.833, "orbital_gap_ev": 9.73, "e_lumo_ev": -0.104, "de_lowest_kcal_mol": 131.5}

2.
{"formula": "C45H72O31", "method": "ωB97M-V/def2-TZVPD", "elements": ["C", "C", "C", "C", "C", "C", "C", "C", "C", "C", "C", "O", "C", "O", "O", "O", "C", "C", "C", "C", "C", "C", "H", "H", "H", "H", "H", "H", "H", "H", "H", "H", "H", "H", "H", "H", "H", "H", "H", "H", "H", "H", "H", "H", "H", "H", "H", "H", "H", "H", "H", "H", "H", "H", "H", "H", "H", "H", "C", "C", "O", "C", "O", "O", "H", "H", "H", "H", "C", "C", "O", "C", "O", "O", "H", "H", "H", "H", "C", "C", "O", "C", "O", "O", "H", "H", "H", "H", "C", "C", "O", "C", "O", "O", "H", "H", "H", "H", "C", "C", "O", "C", "O", "O", "H", "H", "H", "H", "C", "C", "O", "C", "O", "O", "H", "H", "H", "H", "C", "C", "O", "C", "O", "O", "H", "H", "H", "H", "C", "C", "O", "C", "O", "O", "H", "H", "H", "H", "C", "C", "O", "C", "O", "O", "H", "H", "H", "H"], "xyz": [[7.0687, -2.5594, 0.8235], [6.5068, -1.2351, 0.0142], [7.6381, -0.0532, -0.1979], [7.8789, 0.7185, 1.2298], [6.8691, 1.9785, 1.5143], [6.6492, 2.9860, 0.2379], [5.0867, 2.9067, -0.3280], [4.1380, 3.7459, 0.7564], [2.8510, 2.8379, 1.2960], [1.7357, 3.8304, 2.0365], [0.3747, 2.9660, 2.3375], [-0.2868, 2.4212, 1.1381], [-1.6642, 2.9269, 1.0186], [-1.8601, 3.9085, 0.0998], [-2.8238, 2.5197, 1.8265], [-3.4652, 1.5120, 1.3068], [-4.5414, 2.0108, 0.3905], [-6.0556, 1.8125, 0.9839], [-7.0875, 2.8812, 0.2873], [-6.6415, 0.2839, 0.9121], [-6.0494, -0.7116, 2.1176], [-6.5248, -0.4424, -0.5520], [7.8801, -2.3070, 1.6305], [7.4907, -3.3451, 0.0505], [6.1475, -3.0697, 1.3799], [6.2202, -1.6169, -1.0726], [5.5935, -0.7243, 0.5571], [7.3987, 0.6480, -1.1052], [8.6689, -0.5905, -0.4641], [9.0321, 1.0042, 1.3469], [7.6763, -0.0822, 2.0877], [7.3575, 2.6347, 2.3794], [5.8322, 1.5973, 1.9658], [7.4219, 2.8249, -0.6393], [6.8288, 4.0922, 0.6285], [4.7066, 1.7850, -0.4252], [4.9924, 3.4624, -1.3781], [3.7502, 4.7715, 0.2850], [4.8639, 4.0558, 1.6510], [2.3116, 2.2690, 0.3965], [3.1800, 2.0656, 2.1260], [2.2573, 4.2063, 3.0410], [1.5737, 4.7728, 1.3617], [0.7130, 2.0224, 2.9854], [-0.4123, 3.5563, 3.0003], [-4.3579, 3.1892, 0.3350], [-4.3729, 1.6128, -0.6971], [-6.0076, 2.0988, 2.1406], [-8.1590, 2.4045, 0.2877], [-7.0485, 3.8916, 0.9040], [-6.7042, 3.0357, -0.8281], [-7.8087, 0.3657, 1.1486], [-6.3536, -1.8168, 1.7967], [-6.7150, -0.4775, 3.0740], [-4.9013, -0.5765, 2.2988], [-5.6323, -0.0870, -1.2195], [-7.5345, -0.3370, -1.1337], [-6.3598, -1.6100, -0.3784], [-5.9317, -2.7899, -4.0995], [-7.1303, -3.4912, -4.6513], [-7.9931, -3.5890, -3.5341], [-7.6355, -2.5960, -2.6683], [-8.2760, -2.2808, -1.6793], [-6.4687, -2.0016, -3.0540], [-5.4375, -2.1608, -4.8449], [-5.1982, -3.4847, -3.6772], [-7.6301, -2.9116, -5.4346], [-6.8885, -4.4832, -5.0428], [5.3848, -4.6083, 5.4789], [4.7371, -4.3091, 4.1659], [5.8036, -3.8056, 3.3841], [6.9575, -4.2965, 3.9238], [8.0562, -4.2023, 3.4025], [6.7213, -4.9070, 5.1217], [4.9208, -5.4573, 5.9883], [5.3835, -3.7448, 6.1524], [4.3374, -5.2069, 3.6827], [3.9381, -3.5680, 4.2554], [4.0587, -3.5009, -2.6817], [2.6283, -3.0716, -2.6311], [1.9873, -4.1514, -1.9790], [2.9412, -4.7933, -1.2430], [2.7075, -5.6664, -0.4240], [4.1900, -4.3301, -1.5423], [4.7496, -2.6551, -2.6273], [4.2871, -4.0902, -3.5759], [2.4851, -2.1636, -2.0358], [2.2057, -2.9139, -3.6271], [-10.7734, 2.7709, -3.6172], [-9.9580, 2.9654, -2.3801], [-9.1413, 1.8106, -2.3437], [-9.0532, 1.3462, -3.6245], [-8.2923, 0.4644, -3.9866], [-9.9265, 1.9979, -4.4468], [-11.0299, 3.7178, -4.1001], [-11.6929, 2.2072, -3.4277], [-9.3162, 3.8509, -2.4374], [-10.5761, 3.0320, -1.4806], [-10.2308, -3.7561, -7.9200], [-9.9465, -2.7484, -8.9862], [-8.6940, -2.2134, -8.6027], [-8.0821, -3.1538, -7.8250], [-6.9192, -3.0963, -7.4615], [-8.9406, -4.1668, -7.5083], [-10.8074, -4.6066, -8.2939], [-10.7538, -3.3209, -7.0620], [-9.8480, -3.2045, -9.9770], [-10.7066, -1.9635, -9.0303], [8.7109, -1.1030, 6.3428], [8.2798, 0.3274, 6.3115], [6.9910, 0.2663, 5.7308], [6.5140, -0.9931, 5.9548], [5.3658, -1.3432, 5.7390], [7.4890, -1.8087, 6.4525], [9.3632, -1.3230, 7.1924], [9.2138, -1.4086, 5.4193], [8.1960, 0.7608, 7.3138], [8.9474, 0.9501, 5.7097], [-14.0896, -2.5552, -6.5504], [-14.9548, -3.7214, -6.1980], [-14.9042, -4.5271, -7.3601], [-13.7499, -4.2069, -8.0150], [-13.3029, -4.8267, -8.9657], [-13.1613, -3.1040, -7.4669], [-13.5752, -2.1400, -5.6794], [-14.6478, -1.7557, -7.0488], [-14.5598, -4.2947, -5.3526], [-15.9835, -3.4244, -5.9764], [12.5511, 2.6302, 3.0655], [11.1207, 3.0596, 3.1162], [10.4797, 1.9797, 3.7683], [11.4336, 1.3378, 4.5042], [11.1999, 0.4647, 5.3232], [12.6824, 1.8010, 4.2049], [13.2420, 3.4760, 3.1200], [12.7795, 2.0409, 2.1713], [10.9776, 3.9676, 3.7115], [10.6981, 3.2173, 2.1201], [6.9773, 5.0606, 6.1817], [6.3295, 5.3598, 4.8687], [7.3961, 5.8633, 4.0869], [8.5499, 5.3724, 4.6266], [9.6486, 5.4666, 4.1053], [8.3137, 4.7620, 5.8245], [6.5132, 4.2117, 6.6911], [6.9759, 5.9241, 6.8551], [5.9298, 4.4620, 4.3855], [5.5305, 6.1010, 4.9581]], "e_homo_ev": -9.782, "orbital_gap_ev": 9.86, "e_lumo_ev": 0.076}

3.
{"formula": "C45H75GeHgN4O2P3Sb", "method": "ωB97M-V/def2-TZVPD", "elements": ["Hg", "C", "C", "C", "P", "C", "N", "Ge", "N", "C", "P", "C", "C", "C", "C", "C", "C", "C", "C", "C", "C", "C", "C", "N", "C", "C", "C", "C", "C", "C", "C", "C", "C", "C", "C", "C", "N", "C", "P", "C", "C", "C", "C", "C", "C", "C", "C", "C", "H", "H", "H", "H", "H", "H", "H", "H", "H", "H", "H", "H", "H", "H", "H", "H", "H", "H", "H", "H", "H", "H", "H", "H", "H", "H", "H", "H", "H", "H", "H", "H", "H", "H", "H", "H", "H", "H", "H", "H", "H", "H", "H", "H", "H", "H", "H", "H", "H", "H", "H", "H", "H", "H", "H", "H", "H", "H", "H", "H", "C", "C", "Sb", "C", "C", "C", "C", "H", "H", "H", "H", "H", "H", "H", "H", "H", "H", "H", "H", "H", "H", "H", "O", "O"], "xyz": [[0.8162, 0.3125, -0.3362], [4.7925, -2.1114, 0.0324], [3.7471, -2.1435, -1.0879], [4.2718, -2.8955, -2.3101], [2.1088, -2.6133, -0.3678], [0.9997, -2.5243, -1.8426], [-0.3879, -2.5884, -1.3944], [-1.1942, -1.2341, -0.3814], [-2.5571, -0.3344, -1.2880], [-2.3469, 1.0041, -1.8445], [-2.0700, 2.3470, -0.5723], [-1.4417, 3.7077, -1.6605], [-1.4037, 5.0221, -0.8765], [-2.0656, 3.9031, -3.0438], [-3.7846, 2.7661, -0.0036], [-4.7204, 3.4402, -1.0068], [-3.7442, 3.5427, 1.3173], [-3.8395, -0.7704, -0.9628], [-5.0304, -0.1131, -1.2833], [-6.2518, -0.6106, -0.8426], [-6.3262, -1.7624, -0.0719], [-5.1565, -2.4586, 0.2020], [-3.9531, -1.9852, -0.2738], [-2.7005, -2.7380, -0.1701], [-2.5058, -3.6495, -1.2986], [-3.4709, -4.5283, -1.7459], [-3.1945, -5.3710, -2.8133], [-1.9492, -5.2933, -3.4223], [-0.9905, -4.3854, -2.9910], [-1.2553, -3.5396, -1.9094], [-2.4468, -3.3124, 1.1501], [-2.8412, -4.5758, 1.5317], [-2.6486, -4.9881, 2.8458], [-2.0780, -4.1044, 3.7502], [-1.6484, -2.8423, 3.3507], [-1.7900, -2.4360, 2.0245], [-1.3390, -1.2370, 1.4846], [-1.0816, -0.0633, 2.3208], [0.6862, 0.5221, 2.4823], [0.4979, 2.2473, 3.1732], [-0.9135, 2.6473, 3.6007], [1.0474, 3.2727, 2.1792], [1.4892, -0.3297, 3.9151], [0.7351, -0.2006, 5.2388], [1.8567, -1.7822, 3.6171], [2.1337, -4.4278, 0.0256], [2.2098, -5.4023, -1.1526], [0.9157, -4.7847, 0.8935], [5.7309, -1.6789, -0.3280], [5.0171, -3.1207, 0.3893], [4.4516, -1.5199, 0.8873], [3.5573, -1.1041, -1.3832], [4.6588, -3.8769, -2.0325], [5.1020, -2.3410, -2.7585], [3.5139, -3.0325, -3.0845], [1.2136, -3.3367, -2.5308], [1.2140, -1.5963, -2.3807], [-3.1655, 1.2615, -2.5165], [-1.4516, 0.9788, -2.4661], [-0.4054, 3.3855, -1.8067], [-2.4090, 5.4247, -0.7285], [-0.8312, 5.7790, -1.4225], [-0.9480, 4.8958, 0.1094], [-3.0732, 4.3127, -2.9854], [-2.1091, 2.9767, -3.6193], [-1.4623, 4.6129, -3.6198], [-4.1856, 1.7784, 0.2244], [-4.4417, 4.4841, -1.1680], [-5.7450, 3.4344, -0.6221], [-4.7321, 2.9440, -1.9804], [-3.2444, 4.5092, 1.2086], [-3.2236, 2.9796, 2.0945], [-4.7603, 3.7363, 1.6732], [-5.0128, 0.7985, -1.8629], [-7.1583, -0.0750, -1.0991], [-7.2770, -2.1269, 0.2940], [-5.1837, -3.3746, 0.7818], [-4.4476, -4.5453, -1.2766], [-3.9445, -6.0661, -3.1677], [-1.7195, -5.9369, -4.2634], [-0.0503, -4.3240, -3.5208], [-3.3014, -5.2418, 0.8116], [-2.9574, -5.9779, 3.1559], [-1.9456, -4.4017, 4.7835], [-1.1852, -2.1860, 4.0716], [-1.5710, -0.1848, 3.2869], [-1.5552, 0.7984, 1.8458], [1.1384, 2.2507, 4.0560], [-0.8818, 3.6212, 4.0963], [-1.3687, 1.9394, 4.2963], [-1.5695, 2.7458, 2.7319], [1.0285, 4.2769, 2.6158], [0.4424, 3.2793, 1.2673], [2.0728, 3.0416, 1.8813], [2.4205, 0.2416, 3.9955], [-0.1842, -0.7876, 5.2367], [0.4707, 0.8289, 5.4824], [1.3545, -0.5820, 6.0550], [0.9652, -2.4110, 3.5818], [2.5046, -2.1762, 4.4055], [2.3720, -1.8804, 2.6626], [3.0326, -4.5413, 0.6416], [1.2578, -5.4258, -1.6914], [2.3869, -6.4161, -0.7805], [2.9990, -5.1703, -1.8638], [0.0072, -4.8128, 0.2842], [0.7496, -4.0707, 1.7013], [1.0443, -5.7768, 1.3362], [2.8253, 5.7649, 0.0315], [3.2125, 5.3499, -1.3929], [3.6436, 3.2781, -1.5285], [5.3728, 2.8461, -0.4147], [5.0549, 2.3006, 0.9790], [3.8223, 2.8862, -3.5865], [4.9369, 3.7153, -4.2404], [2.5620, 6.8236, 0.0598], [3.6468, 5.6145, 0.7357], [1.9681, 5.2004, 0.3988], [4.0867, 5.8961, -1.7554], [2.3986, 5.5062, -2.1038], [5.9544, 3.7695, -0.3892], [5.9045, 2.1194, -1.0306], [4.5688, 3.0496, 1.6049], [5.9793, 2.0044, 1.4758], [4.4013, 1.4298, 0.9198], [2.8406, 3.1188, -4.0025], [3.9809, 1.8144, -3.6746], [4.8484, 4.7825, -4.0210], [4.9014, 3.6118, -5.3246], [5.9266, 3.3888, -3.9155], [1.9707, 2.5949, -0.8404], [2.8075, 1.3197, -1.1518]], "e_homo_ev": -9.294, "total_charge": 1, "orbital_gap_ev": 7.30, "e_lumo_ev": -1.996}